1.
ORCA calculation (wB97M-V/def2-TZVPD) on C2I3O2 as an isolated structure in a non-equilibrium geometry.

Output
Charge ... -1
M ... 436.732 g mol⁻¹
ΔE to the lowest compared entry with this formula, charge and spin ... 2.8 kcal/mol
HOMO ... -4.75 eV

Last column: Löwdin charge in e.
Element x y z (Å)
C  0.58705  -0.03840  0.12979  -0.839
C  -1.27081  0.05119  -0.19767  -1.607
O  0.96659  1.08431  0.31568  -0.035
O  0.87402  -1.19039  0.06387  -0.027
I  -2.04674  2.05143  -0.38302  0.552
I  -1.89165  -1.15287  -1.91426  0.518
I  -2.23477  -0.89575  1.65022  0.437

***

2.
ORCA calculation (wB97M-V/def2-TZVPD) on an isolated ion of composition CH4N and charge +1 in a non-equilibrium geometry.

Output
Charge ... +1
M ... 30.050 g mol⁻¹
SMILES string ... C=[NH2+]
ΔE to the lowest compared entry with this formula, charge and spin ... 15.2 kcal/mol
HOMO ... -20.30 eV

Last column: Löwdin charge in e.
Element x y z (Å)
C  -0.61153  -0.29480  0.06697  0.181
N  0.54501  0.26916  -0.06163  0.180
H  -0.62573  -1.24168  0.55150  0.112
H  -1.50299  0.38468  -0.47878  0.212
H  0.79905  1.14246  -0.39232  0.119
H  1.39620  -0.25983  0.31425  0.197

***

3.
ORCA calculation (wB97M-V/def2-TZVPD) on C4H5CoO3 as an isolated structure in a non-equilibrium geometry.

Output
<S²> ... 6.0118
Charge ... +2
Spin multiplicity ... 5
M ... 160.014 g mol⁻¹
HOMO (spin up / spin down) ... -20.61 / -20.85 eV

Last column: Löwdin charge in e.
Element x y z (Å)
O  1.52026  -1.29489  0.02965  0.275
C  2.17825  -0.33519  -0.24480  -0.076
C  2.49810  0.96596  -0.05474  -0.003
H  3.11053  1.38252  -0.86445  0.119
H  2.63074  1.24339  0.99979  0.138
C  -0.87701  0.09799  -0.18357  -0.227
O  -1.02153  0.61544  -1.32474  0.063
Co  0.39686  1.64466  -0.60396  1.241
O  -1.85524  -0.61187  0.32538  0.039
C  -2.97836  -0.95038  -0.50411  0.043
H  -3.51148  -0.04151  -0.80601  0.127
H  -2.64540  -1.49043  -1.39820  0.129
H  -3.61844  -1.58780  0.11161  0.133